{
  "formula": "C30H52Br14F12FeO8",
  "method": "wB97M-V/def2-TZVPD",
  "species": ["H", "Br", "O", "C", "C", "H", "H", "H", "C", "Br", "C", "H", "C", "H", "H", "Br", "Br", "H", "F", "O", "H", "H", "H", "F", "H", "F", "H", "H", "H", "H", "O", "H", "H", "C", "Br", "H", "H", "C", "H", "F", "O", "H", "C", "C", "H", "H", "H", "O", "C", "Br", "H", "H", "F", "O", "H", "C", "C", "C", "H", "H", "Br", "F", "C", "H", "C", "C", "Br", "F", "H", "F", "H", "F", "C", "H", "H", "Br", "Br", "Br", "F", "C", "C", "Br", "H", "H", "H", "C", "H", "C", "H", "C", "H", "H", "H", "F", "H", "C", "H", "Fe", "C", "Br", "C", "F", "H", "H", "O", "C", "C", "C", "C", "H", "Br", "O", "H", "C", "H", "H", "H"],
  "xyz": [[6.675, -2.360, -0.775], [0.242, -5.288, -0.765], [2.156, -3.753, 1.488], [-2.866, 6.107, 0.089], [-5.425, 1.633, -3.578], [0.627, 0.717, -4.913], [-2.448, -4.897, -2.495], [-5.138, -2.666, 4.427], [5.278, -0.828, -0.787], [-0.512, 3.076, 7.963], [-4.545, -2.171, 3.658], [4.210, 4.521, -3.406], [-3.817, -3.200, 2.745], [-7.389, 1.761, -2.647], [-2.142, 6.443, -1.902], [-4.738, 0.404, -2.098], [-1.197, 8.321, -0.345], [-1.400, 1.024, -2.781], [-0.585, -4.135, 2.401], [1.056, -2.120, 0.571], [-4.170, 1.607, 3.631], [4.477, -5.582, 3.044], [2.865, -4.031, 3.503], [0.597, 3.594, -1.309], [1.977, -1.990, 2.371], [1.526, -3.938, -4.585], [-0.840, -0.289, -4.609], [1.370, 1.446, 1.228], [-2.942, -3.759, 3.076], [4.530, 2.299, -1.327], [1.888, -2.066, -2.199], [0.067, 1.814, -2.675], [-1.818, -4.586, 0.544], [2.667, -4.578, 2.581], [0.974, 4.100, 3.506], [-3.486, -4.260, -1.142], [5.777, -4.783, -0.983], [-0.582, 1.356, -3.421], [3.053, 4.041, -2.114], [1.441, -2.199, -5.905], [2.011, 0.975, -0.642], [6.146, -0.175, -0.884], [0.917, 3.238, 0.005], [-4.318, 2.395, 2.892], [-0.245, 4.769, 5.648], [-4.833, 4.527, 3.007], [1.354, 4.552, 6.092], [4.667, -3.065, -0.850], [5.001, -4.303, -1.579], [-3.291, -0.779, 4.339], [2.506, -1.261, -4.022], [5.949, 2.698, -2.349], [6.748, -3.243, -2.915], [-0.059, 0.899, -0.062], [-3.551, -2.679, 1.825], [0.573, 4.062, 5.510], [4.862, 2.724, -2.275], [-4.624, 3.697, 3.682], [5.726, -2.359, 0.697], [-3.711, 6.752, -0.155], [-5.873, 1.629, 1.924], [-0.081, 3.820, 0.765], [4.035, -5.166, 2.139], [-4.662, 2.360, -3.854], [-1.779, 6.488, -0.874], [5.594, -3.891, -2.948], [4.803, 5.340, -1.047], [5.980, -4.926, -3.652], [-5.324, -1.654, 3.099], [-1.002, -2.089, 2.642], [-2.309, 0.017, -0.879], [-0.265, -2.756, -4.561], [-1.721, -5.207, -0.347], [-3.437, 2.313, 2.255], [-1.239, 1.277, 1.708], [4.108, 1.463, -3.586], [-7.066, 3.682, -4.503], [-5.095, -4.628, 2.384], [0.329, -3.023, 4.061], [-2.290, 0.103, 0.208], [0.030, -2.976, 2.767], [-3.047, 4.172, 4.772], [-0.857, 2.227, -4.016], [0.960, 1.916, 6.005], [-0.716, 2.254, 5.638], [-2.477, -4.490, -1.484], [-2.088, -0.855, 0.686], [-6.587, 2.406, -3.006], [-1.717, 2.119, 0.226], [1.146, 1.708, 0.194], [-0.845, 5.934, -0.781], [-2.624, 6.242, 1.143], [-3.277, 0.393, 0.570], [2.034, 3.878, 0.344], [-2.055, -6.189, -0.012], [1.600, -1.639, -3.549], [4.794, -0.823, -1.763], [0.671, -0.659, -1.084], [0.175, 2.664, 6.115], [-1.661, -2.621, -1.681], [0.035, 0.187, -4.167], [4.760, -3.142, -3.700], [-5.418, 3.585, 4.420], [1.968, -5.372, 2.843], [3.773, -4.990, -1.424], [5.664, -2.244, -0.385], [1.266, -2.632, 1.852], [4.100, 4.084, -2.414], [-1.316, 1.187, 0.625], [-6.135, 2.953, -2.179], [-3.366, 4.282, -0.345], [0.728, -0.603, -3.194], [-5.754, 1.035, -4.428], [1.104, -2.647, -4.675], [3.948, -5.940, 1.377], [4.572, -0.429, -0.059], [4.662, -4.339, 1.806]],
  "charge": -2,
  "multiplicity": 5,
  "homo_energy_ev": [-0.84, -0.84],
  "e_above_lowest_kcal_mol": 17.28,
  "gap_ha": [0.1281, 0.1281],
  "s_squared": 6.02
}

***

{
  "formula": "C30H52I3N3O14P2S2",
  "method": "wB97M-V/def2-TZVPD",
  "species": ["C", "C", "C", "H", "H", "C", "C", "C", "H", "O", "H", "H", "C", "C", "N", "O", "H", "H", "H", "H", "C", "H", "H", "H", "C", "I", "C", "H", "H", "O", "N", "H", "C", "H", "I", "P", "C", "H", "C", "C", "H", "H", "C", "H", "H", "O", "C", "I", "S", "H", "C", "H", "O", "H", "H", "H", "O", "H", "O", "C", "C", "H", "H", "H", "H", "H", "H", "H", "C", "O", "H", "C", "H", "C", "H", "H", "C", "C", "S", "H", "O", "O", "H", "H", "O", "C", "H", "H", "O", "C", "P", "H", "H", "N", "C", "H", "O", "H", "H", "O", "H", "H", "H", "C", "H", "C"],
  "xyz": [[3.682, -6.434, 0.660], [-1.561, 2.292, 4.907], [-2.540, -0.938, 1.495], [0.287, 1.332, -2.565], [1.654, 4.639, 0.787], [0.701, -1.122, -1.227], [-4.701, 3.468, -2.602], [2.031, 0.451, 3.494], [-1.915, -0.016, 1.774], [3.447, 0.545, 0.615], [3.390, 2.296, -4.908], [-0.088, 0.428, 2.789], [-1.033, -3.361, 4.550], [-0.484, -0.808, -2.322], [-1.795, 2.812, 0.653], [-0.745, 7.331, 0.564], [-0.957, 0.798, -3.925], [-2.006, 2.459, 5.974], [3.864, -5.561, -4.423], [-3.922, -0.080, 3.039], [0.440, 3.359, 3.544], [4.204, -6.622, 1.601], [-4.408, 4.411, -2.130], [0.770, -4.077, 2.599], [3.532, 0.879, -0.775], [2.305, 4.552, 3.726], [2.845, -0.741, 0.868], [2.871, -7.159, 0.551], [-4.655, -1.541, 2.177], [2.189, -4.655, -1.462], [0.581, -0.199, -0.071], [4.607, -0.102, -4.227], [-3.862, 2.345, -2.022], [0.075, -4.167, 1.121], [-2.950, -3.976, 1.505], [0.249, 4.288, 0.879], [-0.554, -2.095, 3.696], [0.532, -2.240, -0.930], [-0.086, 0.473, -3.237], [-3.669, -1.148, 2.632], [-1.442, -2.248, 0.035], [-3.093, -0.663, 0.503], [-0.304, -2.425, 2.093], [-4.164, 1.376, -2.428], [2.343, 3.859, -2.855], [4.506, -3.996, -2.211], [4.184, 0.022, -1.926], [0.497, 4.102, 6.674], [3.405, -4.925, -2.189], [3.222, -5.445, 0.727], [-4.799, 3.357, -6.529], [2.313, -0.642, 3.717], [-1.384, 2.443, 1.906], [-1.805, -5.462, 5.622], [2.268, -6.161, -3.854], [-2.824, 5.184, 2.550], [0.935, 1.797, 1.567], [-1.530, -0.734, -1.834], [-4.278, 1.332, -4.972], [-1.457, -4.479, 5.125], [-1.615, -2.217, 1.168], [-0.253, 6.943, -0.221], [-3.316, -1.746, 3.559], [1.689, -1.084, -1.809], [3.400, -1.189, 1.797], [-2.806, 2.484, -2.270], [-2.415, 2.595, 4.178], [-5.764, 3.318, -2.391], [1.223, -0.685, 1.185], [3.956, -6.388, -1.763], [1.620, 0.952, 4.451], [-0.237, 3.186, 4.799], [5.117, -7.501, -0.514], [3.453, 1.921, -3.825], [4.651, -0.999, -1.606], [-1.179, -1.145, 3.865], [4.125, 0.557, -3.408], [2.897, 2.285, -1.208], [-5.113, 2.505, -5.003], [0.517, -1.836, 4.089], [-0.510, 6.461, 3.054], [-2.606, 5.614, 1.676], [2.453, 2.946, -0.384], [2.475, -4.443, -4.289], [-4.488, 3.619, -4.006], [0.933, 0.527, 2.270], [-5.087, 2.690, -7.342], [3.087, -1.515, 0.025], [-2.909, 2.371, 0.543], [4.637, -6.518, -0.516], [-0.922, 6.005, 1.640], [-0.386, 0.117, 0.114], [-3.735, 3.582, -6.595], [-0.161, -3.958, 2.126], [2.844, 2.826, -2.685], [5.432, -5.771, -0.435], [-6.537, 2.437, -4.796], [2.991, 1.008, 3.184], [-3.970, 2.299, -0.937], [0.962, -2.006, 1.614], [-1.295, 1.170, 4.853], [-0.482, -1.728, -3.044], [0.803, 0.172, -3.931], [0.032, 2.777, 2.112], [-5.397, 4.268, -6.559], [2.962, -5.321, -3.862]],
  "homo_energy_ev": -8.34,
  "gap_ha": 0.2663
}

***

{
  "formula": "C30H52O7P2Se2SiTl",
  "method": "wB97M-V/def2-TZVPD",
  "species": ["H", "H", "C", "H", "C", "H", "H", "H", "C", "C", "Tl", "H", "H", "C", "H", "H", "H", "H", "H", "H", "C", "C", "H", "O", "H", "H", "H", "H", "H", "H", "H", "P", "C", "H", "C", "H", "H", "O", "Si", "H", "C", "C", "H", "C", "C", "H", "H", "C", "C", "H", "O", "O", "H", "C", "O", "H", "C", "H", "H", "H", "C", "C", "H", "H", "H", "C", "H", "H", "H", "O", "C", "O", "C", "C", "C", "C", "H", "H", "H", "H", "Se", "H", "H", "C", "H", "H", "C", "H", "C", "H", "C", "Se", "P", "H", "C"],
  "xyz": [[-0.086, 0.814, 1.761], [-0.668, -4.907, 4.159], [3.080, 4.595, -4.692], [5.379, 2.203, -2.726], [-0.934, 0.513, 2.385], [-2.766, 2.310, -1.701], [-1.813, 3.018, 3.102], [-5.247, -2.368, 1.435], [-5.358, 1.892, -0.965], [-0.246, -4.861, 3.157], [0.470, -0.049, -0.995], [-3.252, 0.921, 3.790], [3.912, -1.219, 3.784], [-3.533, -2.853, 0.221], [-2.761, 1.328, -3.175], [-1.949, -4.065, 1.037], [-0.693, 0.765, 3.417], [3.696, -3.317, -2.262], [5.489, 1.486, -0.652], [6.892, 2.100, 1.257], [-2.017, 2.745, 2.068], [4.726, 2.874, -3.265], [3.634, 4.278, 2.971], [-2.406, 0.994, 0.550], [4.787, -1.027, 2.262], [-3.141, -3.513, 2.235], [-2.920, 3.261, 1.746], [3.681, -5.064, -2.009], [-4.807, -0.026, -3.789], [-2.127, -3.346, -1.341], [-5.563, -3.563, 0.172], [1.125, -2.112, 0.755], [4.042, 3.678, 2.171], [-3.579, -0.300, 2.547], [3.247, 3.361, 1.078], [-5.786, 2.773, -1.442], [5.970, 3.489, 3.082], [0.446, -3.396, 1.399], [-2.692, -0.298, -0.404], [-6.170, 1.283, -0.572], [3.072, -4.163, -1.969], [-5.029, -2.643, 0.404], [2.820, 0.123, 1.260], [-3.406, 0.761, 2.723], [3.420, 3.114, -2.830], [-3.602, -2.567, -1.927], [4.746, 4.840, -6.012], [-3.206, -3.279, -1.204], [4.019, -0.595, 2.901], [1.930, -0.055, 2.787], [-4.029, -0.068, -1.287], [2.308, -1.826, 1.788], [2.227, 3.721, 1.028], [-5.403, 0.567, -3.097], [-1.438, -0.450, -1.447], [2.261, -4.263, -2.688], [-4.535, 1.092, -1.965], [-0.943, -5.335, 2.470], [-4.295, 1.310, 2.417], [3.330, -3.876, 0.164], [5.352, 3.234, 2.232], [5.872, 2.455, 1.207], [2.436, 5.261, -5.250], [-3.548, -4.815, 1.112], [-3.643, -4.255, -1.408], [5.083, 2.124, 0.121], [-5.391, -1.854, -0.251], [-6.199, -0.062, -2.700], [-1.074, -0.567, 2.309], [1.747, -2.755, -0.563], [-2.194, 1.239, 1.935], [-2.852, -1.621, 0.533], [-3.008, -3.875, 1.216], [5.199, 3.499, -4.404], [2.532, -3.980, -0.575], [-0.018, -3.420, 2.775], [0.745, -2.955, 3.403], [-3.775, 2.774, -3.075], [-1.189, 3.083, 1.444], [1.583, 4.160, -3.224], [0.668, 2.659, -1.079], [-4.732, 2.215, -0.136], [4.342, 0.397, 3.210], [3.769, 2.593, 0.042], [-5.855, 1.393, -3.644], [1.876, -4.799, -0.278], [4.374, 4.358, -5.120], [6.208, 3.310, -4.738], [-3.385, 1.927, -2.514], [0.688, -5.418, 3.150], [2.597, 3.972, -3.551], [2.944, 0.034, -1.829], [2.767, 2.205, -1.412], [-0.938, -2.838, 2.833], [2.711, -0.487, 2.160]],
  "charge": 1,
  "homo_energy_ev": -11.60,
  "e_above_lowest_kcal_mol": 15.20,
  "gap_ha": 0.2813
}

***

{
  "formula": "C30H53CsN8O3S",
  "method": "wB97M-V/def2-TZVPD",
  "species": ["H", "H", "C", "C", "H", "H", "H", "C", "C", "C", "C", "H", "H", "O", "O", "N", "C", "H", "C", "C", "H", "O", "H", "H", "H", "C", "H", "H", "S", "H", "N", "C", "H", "C", "C", "N", "H", "H", "C", "H", "H", "N", "H", "C", "C", "C", "C", "H", "N", "H", "H", "C", "H", "H", "H", "N", "H", "H", "C", "H", "H", "C", "C", "H", "H", "H", "C", "H", "H", "H", "H", "H", "Cs", "H", "C", "H", "H", "H", "H", "N", "H", "C", "N", "C", "H", "C", "C", "H", "H", "C", "H", "H", "H", "C", "H", "H"],
  "xyz": [[1.960, -3.380, -0.363], [2.603, -0.540, 2.811], [3.133, 1.021, 0.560], [0.771, 5.297, 2.832], [-2.313, 6.580, -2.267], [2.239, -3.265, 3.412], [4.173, 1.997, 2.152], [-0.110, -0.240, 2.827], [-0.255, 6.805, 1.261], [0.603, 9.643, -1.447], [-2.755, -0.920, -0.108], [3.530, -1.667, -1.150], [1.660, 9.835, -1.558], [0.863, 7.249, -1.771], [-0.806, 3.299, 0.342], [2.646, -0.278, 0.131], [-1.432, 5.752, -0.682], [0.921, -0.097, 4.716], [0.111, 8.346, -1.539], [-2.102, -1.897, -1.069], [0.777, 7.476, 2.981], [-0.170, 0.579, -4.097], [0.809, -1.500, 1.436], [-0.040, -2.533, 4.050], [3.843, 1.474, -0.156], [0.355, 4.198, 2.169], [-3.288, -4.209, -0.441], [2.020, -0.241, -0.662], [0.556, -0.738, -4.029], [3.466, -2.205, 1.850], [1.123, -1.201, -2.752], [-1.265, 8.126, -1.370], [2.680, 6.405, -1.905], [0.453, 6.626, 2.395], [0.217, -2.695, 2.998], [-2.868, 0.422, -0.668], [-0.502, 7.810, 0.948], [0.623, 3.199, 2.486], [-1.632, 10.483, -1.081], [-1.408, -4.237, -2.153], [-0.041, 1.323, 4.303], [-1.766, 6.796, -1.448], [-2.830, -2.245, -1.826], [-2.513, -3.851, 0.263], [-0.759, -3.833, -1.355], [0.639, 0.573, 3.887], [2.969, 0.450, 3.067], [2.275, 1.698, 0.647], [1.790, 1.282, 3.321], [-1.305, -1.390, -1.618], [3.591, 0.342, 3.969], [-2.124, 9.187, -1.149], [-0.683, -3.116, 2.515], [-0.250, 0.415, 1.960], [-0.289, -4.680, -0.852], [0.608, -1.429, 2.424], [-2.041, -4.723, 0.717], [-2.305, 11.310, -0.906], [1.712, -4.173, 1.515], [2.051, 2.040, 3.940], [-4.420, 1.047, 0.646], [-0.436, 4.316, 0.954], [-3.403, 1.335, 0.330], [1.099, -4.590, 3.511], [-2.141, -0.862, 0.795], [2.500, -4.944, 1.592], [3.822, 0.983, 1.926], [2.601, 8.043, -2.594], [-4.711, 0.057, -1.664], [4.725, 0.368, 1.857], [2.618, 7.815, -0.817], [-3.754, -1.285, 0.194], [-0.008, 1.296, -1.427], [-3.248, -0.163, -2.655], [3.394, -2.531, 0.810], [1.372, 5.177, 3.728], [-3.438, 2.347, -0.073], [0.128, 11.701, -1.158], [4.207, -3.264, 0.651], [2.076, -3.102, 0.603], [-3.009, -3.291, 1.056], [-0.718, 5.680, 0.487], [-1.508, -3.041, -0.395], [1.362, -3.704, 2.927], [-1.117, -0.481, 3.203], [3.617, -1.337, -0.108], [-3.695, 0.438, -1.864], [-3.179, 8.987, -1.014], [-2.753, 1.348, 1.205], [-0.271, 10.697, -1.221], [4.641, -0.966, 0.016], [-1.797, 4.802, -1.059], [0.013, -3.219, -1.818], [2.275, 7.404, -1.769], [0.835, -4.668, 1.089], [-3.783, 1.461, -2.233]],
  "homo_energy_ev": -7.53,
  "e_above_lowest_kcal_mol": 4.87,
  "gap_ha": 0.2575
}

***

Across the entries above, DFT total energy takes the values -40274.40523 -4763.46855 -7648.67701 -2256.94066 Ha, respectively.